1.
Molecular formula: C24H18CaCl3N7O
Method: DFT, ωB97M-V/def2-TZVPD

Last column: Löwdin charge in e.
Atoms and positions in Å:
Ca1 -0.6673 0.3846 -0.5306  1.29
C1 -1.5617 -3.9023 -1.0626  -0.06
C2 -0.5105 -4.5229 -0.3939  -0.06
C3 0.6751 -3.8472 -0.2219  -0.01
C4 0.8021 -2.5304 -0.6909  -0.33
N1 -0.2392 -1.9206 -1.2887  0.01
C5 -1.3740 -2.6062 -1.4886  -0.15
N2 2.0647 -1.9703 -0.5797  0.16
C6 2.4041 -0.7304 -0.6375  -0.30
N3 1.6360 0.4096 -0.6704  -0.01
C7 2.4497 1.5019 -0.6571  -0.30
N4 2.1666 2.7675 -0.6537  0.15
C8 0.9293 3.3401 -0.4779  -0.33
C9 0.8417 4.7250 -0.7440  -0.01
C10 -0.3284 5.3980 -0.5009  -0.07
C11 -1.4257 4.7121 0.0331  -0.07
C12 -1.2822 3.3671 0.2622  -0.17
N5 -0.1468 2.6875 -0.0100  -0.01
C13 3.8669 1.0493 -0.6553  -0.11
C14 5.0565 1.7484 -0.6576  -0.01
C15 6.2335 1.0069 -0.6353  -0.08
C16 6.2053 -0.3861 -0.6078  -0.08
C17 4.9994 -1.0802 -0.6033  -0.01
C18 3.8390 -0.3347 -0.6300  -0.11
H1 -2.5021 -4.4046 -1.2372  0.11
H2 -0.6169 -5.5353 -0.0256  0.11
H3 1.5297 -4.3013 0.2579  0.11
H4 -2.1646 -2.0671 -1.9990  0.09
H5 1.7210 5.2244 -1.1240  0.11
H6 -0.3962 6.4593 -0.7034  0.11
H7 -2.3497 5.2193 0.2714  0.10
H8 -2.0876 2.7744 0.6883  0.11
H9 5.0620 2.8301 -0.6753  0.11
H10 7.1887 1.5161 -0.6374  0.10
H11 7.1394 -0.9326 -0.5884  0.10
H12 4.9604 -2.1611 -0.5789  0.11
Cl1 -3.4716 -3.2112 5.4658  0.65
C19 -3.1926 -2.3283 3.9934  -0.68
C20 -2.0212 -1.6091 3.8381  -0.14
C21 -1.8241 -0.9166 2.6604  -0.55
Cl2 -0.3358 -0.0284 2.4316  0.72
C22 -2.7472 -0.8867 1.5950  -0.50
O1 -2.5344 -0.2305 0.5004  -0.35
C23 -3.9099 -1.6539 1.8203  -0.58
Cl3 -5.0890 -1.7079 0.5444  0.69
C24 -4.1411 -2.3586 2.9848  -0.14
H13 -1.2730 -1.5925 4.6175  0.11
H14 -5.0515 -2.9287 3.1028  0.10
N6 -3.3751 0.2123 -2.2363  -0.05
N7 -2.4248 1.2878 -2.1569  -0.13
H15 -4.2721 0.5512 -2.5674  0.08
H16 -3.5021 -0.1307 -1.2835  0.00
H17 -2.8348 2.1309 -1.7612  0.07
H18 -2.1181 1.5125 -3.0957  0.08

Its total charge is 0. Its largest force on an atom is 0.009 Eh/bohr. The spin multiplicity is 1.

2.
Molecular formula: C24H18Cl2CrIN7O2Se2
Method: DFT, ωB97M-V/def2-TZVPD

Last column: Löwdin charge in e.
Atoms and positions in Å:
Cr1 0.0639 0.8556 -0.3553  0.74
Cl1 -0.1681 2.2017 6.8634  0.70
C1 0.0298 1.6386 5.2391  -0.66
C2 1.1057 0.7891 4.9381  -0.09
C3 1.3111 0.3608 3.6526  -0.57
Cl2 2.6325 -0.6880 3.2724  0.73
C4 0.4746 0.7836 2.5912  -0.37
O1 0.7582 0.4503 1.3751  -0.20
C5 -0.6386 1.5778 2.9371  -0.16
C6 -1.5683 1.9533 1.9234  -0.19
O2 -1.5285 1.6188 0.7304  -0.17
C7 -0.8450 2.0129 4.2594  -0.05
H1 1.7835 0.4838 5.7237  0.12
H2 -2.4211 2.5675 2.2393  0.15
H3 -1.6892 2.6502 4.4917  0.12
N1 4.3113 0.9362 -0.2799  0.07
C8 3.1683 1.6190 -0.2876  -0.11
N2 2.2054 0.8194 -0.7054  0.04
C9 2.8375 -0.3709 -0.9127  -0.29
N3 4.1223 -0.3378 -0.6711  0.17
C10 2.0671 -1.5500 -1.3025  -0.19
C11 2.6133 -2.6048 -2.0204  -0.05
N4 1.8825 -3.6549 -2.3705  0.11
C12 0.6149 -3.6517 -1.9779  -0.08
C13 0.0629 -2.5967 -1.2611  -0.11
N5 0.7840 -1.5294 -0.9305  0.12
H4 5.2288 1.2511 -0.0082  0.17
H5 3.0654 2.6537 -0.0013  0.08
H6 3.6546 -2.5891 -2.3176  0.13
H7 0.0119 -4.5110 -2.2443  0.12
H8 -0.9686 -2.6051 -0.9421  0.07
Se1 -2.7256 -0.9839 -2.8784  0.73
Se2 -3.7256 0.4119 -1.3833  0.72
C14 -3.4546 -0.6408 0.2113  -0.67
C15 -4.5156 -0.8037 1.0872  -0.09
C16 -4.2698 -1.4600 2.2853  -0.04
C17 -2.9979 -1.9481 2.5374  -0.04
C18 -2.0193 -1.7657 1.5725  -0.12
N6 -2.2341 -1.1037 0.4360  0.01
C19 -0.9764 -0.2860 -3.2943  -0.60
C20 -0.5509 -0.8426 -4.5031  -0.13
C21 0.6412 -0.4523 -5.0650  -0.03
C22 1.3563 0.5527 -4.4314  -0.03
C23 0.8764 1.0498 -3.2462  -0.14
N7 -0.2399 0.6152 -2.6132  0.01
H9 -5.5015 -0.4380 0.8350  0.11
H10 -5.0658 -1.5975 3.0052  0.12
H11 -2.7637 -2.4564 3.4621  0.11
H12 -1.0154 -2.1509 1.7175  0.12
H13 -1.1842 -1.5700 -4.9951  0.10
H14 0.9855 -0.8889 -5.9927  0.12
H15 2.2724 0.9472 -4.8464  0.12
H16 1.4182 1.8420 -2.7593  0.08
I1 0.7275 4.1853 0.7611  0.91
C24 0.1059 2.8929 -0.8256  -0.68
H17 0.7914 3.1409 -1.6299  -0.04
H18 -0.8966 3.2165 -1.0952  -0.01

Its total charge is +1. Its largest force on an atom is 0.013 Eh/bohr. The spin multiplicity is 4. The expectation value of S² is 3.8453.

3.
Molecular formula: C24H18Cl2IN5O2S4SbW
Method: DFT, ωB97M-V/def2-TZVPD

Last column: Löwdin charge in e.
Atoms and positions in Å:
W1 -0.6135 -0.5467 -0.2064  1.19
C1 -0.1278 -0.8084 -5.9024  -0.10
C2 -0.0267 -1.9621 -5.1334  -0.08
C3 0.2727 -1.8774 -3.7852  -0.06
C4 0.4862 -0.6316 -3.2041  -0.34
C5 0.3864 0.5228 -3.9647  -0.06
C6 0.0729 0.4301 -5.3143  -0.09
N1 0.8025 -0.5479 -1.8152  -0.12
C7 2.0367 -0.8798 -1.4253  -0.23
C8 3.1118 -1.2510 -2.2992  0.00
C9 4.3337 -1.5579 -1.7871  -0.08
C10 4.6076 -1.5201 -0.3906  -0.10
C11 3.6192 -1.1463 0.4666  -0.03
C12 2.3440 -0.8178 -0.0443  -0.22
N2 1.2978 -0.4087 0.7278  -0.11
N3 1.4812 -0.1676 1.9904  0.10
C13 0.3694 0.4763 2.4910  -0.34
C14 0.3691 0.9631 3.8018  -0.01
C15 -0.7233 1.6791 4.2280  -0.06
C16 -1.7875 1.9129 3.3533  -0.05
C17 -1.7296 1.3999 2.0774  -0.16
N4 -0.6717 0.6751 1.6644  -0.10
H1 -0.3844 -0.8753 -6.9518  0.09
H2 -0.1995 -2.9309 -5.5855  0.10
H3 0.3356 -2.7638 -3.1656  0.08
H4 0.5209 1.4824 -3.4869  0.08
H5 -0.0368 1.3350 -5.8970  0.10
H6 2.9308 -1.2957 -3.3640  0.11
H7 5.1289 -1.8460 -2.4646  0.10
H8 5.5881 -1.7898 -0.0233  0.09
H9 3.7753 -1.0956 1.5349  0.10
H10 1.2310 0.7723 4.4242  0.11
H11 -0.7551 2.0715 5.2367  0.11
H12 -2.6576 2.4794 3.6516  0.11
H13 -2.5331 1.5252 1.3566  0.00
S1 -4.6204 1.2496 -0.1617  -0.19
Sb1 -3.0907 0.8822 -1.8277  -0.10
S2 -2.3879 -1.4097 -1.5493  0.11
S3 -0.9834 1.7073 -1.0331  0.08
S4 -3.4655 1.4083 -3.9866  -0.22
Cl1 1.7013 -4.8784 -1.6968  0.61
C18 0.7218 -4.8933 -0.2206  -0.97
Cl2 1.7641 -4.7205 1.2221  0.58
C19 -0.3491 -3.7764 -0.2331  -0.78
O1 -1.5039 -4.1305 -0.1106  0.04
O2 0.1684 -2.6081 -0.3240  -0.26
H14 0.2339 -5.8566 -0.1462  0.06
I1 -0.2742 -3.7287 4.9768  0.89
C20 -1.4817 -2.7630 3.6049  -0.71
C21 -2.8121 -2.4638 3.8799  -0.12
C22 -3.5676 -1.7973 2.9358  -0.02
C23 -2.9683 -1.4652 1.7291  -0.14
N5 -1.6845 -1.7240 1.4840  -0.07
C24 -0.9420 -2.3600 2.3962  -0.21
H15 -3.2437 -2.7457 4.8324  0.10
H16 -4.5991 -1.5259 3.1040  0.12
H17 -3.5184 -0.9442 0.9505  0.01
H18 0.0977 -2.5356 2.1561  0.07

Its total charge is -1. Its largest force on an atom is 0.025 Eh/bohr. The spin multiplicity is 3. The expectation value of S² is 2.0426.

4.
Molecular formula: C24H18Cl2MoN4O5
Method: DFT, ωB97M-V/def2-TZVPD

Last column: Löwdin charge in e.
Atoms and positions in Å:
Mo1 0.3434 -0.6464 0.3672  1.65
O1 -3.8203 -5.8498 -1.9720  -0.03
C1 -2.6395 -5.7080 -2.3230  -0.70
O2 -1.9144 -6.3291 -3.1124  -0.02
C2 -1.9263 -4.5125 -1.6361  -0.07
C3 -2.3796 -4.0284 -0.4144  0.02
C4 -1.7268 -2.9791 0.1934  -0.11
N1 -0.6715 -2.3819 -0.3817  -0.06
C5 -0.2283 -2.8349 -1.5753  -0.17
C6 -0.8171 -3.9008 -2.2151  0.08
C7 0.9539 -2.0891 -2.1343  -0.55
O3 1.4310 -2.3258 -3.2165  0.11
O4 1.3976 -1.1544 -1.3191  -0.22
H1 -3.2550 -4.4813 0.0310  0.12
H2 -2.0350 -2.5852 1.1525  0.10
H3 -0.4256 -4.2734 -3.1513  0.14
C8 1.5053 4.4325 -2.2911  0.02
N2 0.3662 3.6128 -1.9481  -0.05
N3 0.5276 2.3220 -1.4932  0.06
C9 -0.6916 1.6940 -1.4650  -0.38
O5 -0.8403 0.5278 -1.0085  -0.11
C10 -1.6199 2.6109 -2.0086  0.08
C11 -0.9287 3.7605 -2.3037  -0.24
C12 -1.4157 5.0148 -2.9377  0.00
C13 1.6684 1.8120 -0.8157  -0.22
C14 2.7871 1.4115 -1.5034  0.00
C15 3.7809 0.6878 -0.8370  -0.04
C16 3.6057 0.3092 0.4737  -0.05
C17 2.4574 0.7061 1.1799  -0.12
C18 1.5049 1.5094 0.5517  -0.13
H4 2.2714 4.3239 -1.5266  0.10
H5 1.1838 5.4700 -2.3096  0.09
H6 1.9211 4.1621 -3.2641  0.10
H7 -2.6691 2.4295 -2.1554  0.13
H8 -2.4883 4.9476 -3.0975  0.09
H9 -0.9353 5.1764 -3.9038  0.10
H10 -1.2164 5.8819 -2.3071  0.09
H11 2.8551 1.5880 -2.5685  0.13
H12 4.6568 0.3626 -1.3806  0.12
H13 4.3453 -0.3072 0.9655  0.12
H14 2.3701 0.4872 2.2358  0.11
H15 0.6799 1.9496 1.1028  0.09
Cl1 0.4986 -3.3614 3.2699  0.72
C19 -0.1519 -1.9988 4.1026  -0.61
C20 -0.4288 -2.0902 5.4560  -0.10
C21 -0.9527 -0.9956 6.1243  -0.07
C22 -1.2031 0.1915 5.4514  -0.11
C23 -0.9299 0.2714 4.1006  -0.60
Cl2 -1.2435 1.7545 3.2612  0.70
C24 -0.3997 -0.8158 3.3884  -0.41
N4 -0.1440 -0.7209 2.0488  -0.24
H16 -0.2327 -3.0190 5.9724  0.11
H17 -1.1690 -1.0679 7.1813  0.11
H18 -1.6116 1.0494 5.9659  0.11

Its total charge is 0. Its largest force on an atom is 0.018 Eh/bohr. The spin multiplicity is 3. The expectation value of S² is 2.0624.

5.
Molecular formula: C24H18Cl3GaINOPSi
Method: DFT, ωB97M-V/def2-TZVPD

Last column: Löwdin charge in e.
Atoms and positions in Å:
Ga1 0.3045 1.7250 -1.4555  -0.11
O1 1.9119 -0.1325 -3.0647  0.03
C1 1.7513 0.4015 -1.9916  -0.39
C2 2.6708 0.1462 -0.8341  -0.24
C3 4.0341 -0.0134 -1.0422  0.00
C4 4.8801 -0.1211 0.0504  -0.04
C5 4.3623 -0.0852 1.3405  -0.04
C6 2.9963 0.0464 1.5487  -0.05
C7 2.1435 0.1693 0.4580  -0.32
P1 0.3354 0.3184 0.5974  1.07
C8 -0.3302 -1.3324 0.2965  -0.35
C9 -1.7157 -1.4980 0.3910  -0.11
C10 -2.2924 -2.7269 0.1256  -0.07
C11 -1.4924 -3.8015 -0.2499  -0.06
C12 -0.1192 -3.6429 -0.3477  -0.05
C13 0.4653 -2.4116 -0.0730  -0.05
C14 0.0000 0.7567 2.3109  -0.36
C15 0.1415 2.0917 2.6941  -0.09
C16 -0.1264 2.4658 4.0006  -0.06
C17 -0.5520 1.5177 4.9233  -0.06
C18 -0.6962 0.1915 4.5439  -0.06
C19 -0.4229 -0.1922 3.2383  -0.08
H1 4.4157 -0.0362 -2.0547  0.13
H2 5.9464 -0.2254 -0.0994  0.12
H3 5.0277 -0.1615 2.1902  0.11
H4 2.5988 0.0603 2.5559  0.11
H5 -2.3431 -0.6666 0.6972  0.11
H6 -3.3638 -2.8516 0.2151  0.11
H7 -1.9408 -4.7647 -0.4556  0.11
H8 0.5060 -4.4788 -0.6319  0.11
H9 1.5396 -2.3011 -0.1471  0.11
H10 0.4678 2.8357 1.9769  0.07
H11 -0.0103 3.4993 4.2988  0.11
H12 -0.7738 1.8160 5.9395  0.11
H13 -1.0193 -0.5481 5.2642  0.11
H14 -0.5301 -1.2300 2.9500  0.11
I1 -2.8173 2.7322 -0.3756  1.05
C20 -2.6553 1.0932 -1.6215  -0.79
C21 -3.7906 0.3950 -1.9946  -0.10
C22 -3.6458 -0.7053 -2.8237  -0.02
C23 -2.3800 -1.0766 -3.2471  -0.01
C24 -1.2952 -0.3345 -2.8338  -0.09
N1 -1.4305 0.7391 -2.0309  -0.11
H15 -4.7612 0.7084 -1.6399  0.11
H16 -4.5177 -1.2655 -3.1356  0.13
H17 -2.2251 -1.9253 -3.8972  0.13
H18 -0.2881 -0.5753 -3.1444  0.11
Cl1 0.9146 3.6829 -0.7193  0.21
Si1 -0.4587 3.3952 -3.7453  -0.07
Cl2 1.2625 2.9306 -4.7730  0.22
Cl3 -0.6819 5.3862 -4.1773  0.20

Its total charge is +1. Its largest force on an atom is 0.020 Eh/bohr. The spin multiplicity is 1.

6.
Molecular formula: C24H18N3O7S4SbW
Method: DFT, ωB97M-V/def2-TZVPD

Last column: Löwdin charge in e.
Atoms and positions in Å:
W1 -1.0187 1.2425 0.8832  1.25
S1 -2.9851 2.5178 4.7554  -0.31
Sb1 -0.7874 2.5039 4.2639  0.24
S2 0.1430 0.5253 2.9280  -0.07
S3 -0.7664 3.3771 1.9136  -0.01
O1 -3.3061 -0.6330 3.5055  0.11
C1 -3.0224 -0.4059 2.3709  -0.55
O2 -2.6952 0.7783 1.8293  -0.30
C2 -3.0914 -1.4480 1.2593  -0.03
C3 -4.1166 -2.3417 1.0783  0.09
C4 -4.2038 -3.0292 -0.1355  -0.13
C5 -3.4090 -2.7176 -1.2191  0.08
C6 -2.4019 -1.7910 -1.0190  -0.05
C7 -2.1081 -1.3173 0.2612  -0.28
O3 -0.9882 -0.7069 0.5556  -0.25
N1 -1.7909 -1.1260 -2.1933  -0.32
O4 -1.9075 -1.6653 -3.2732  0.09
O5 -1.2849 -0.0342 -2.0066  0.07
N2 -5.2526 -4.0472 -0.3101  -0.36
O6 -5.9920 -4.2604 0.6296  0.07
O7 -5.3098 -4.6239 -1.3797  0.06
H1 -4.8640 -2.4896 1.8454  0.14
H2 -3.5933 -3.1460 -2.1920  0.13
C8 5.5848 -2.0064 0.3539  -0.08
C9 4.2252 -1.4981 0.8306  -0.56
C10 3.2506 -2.6822 0.8857  -0.04
C11 4.3847 -0.9107 2.2408  -0.04
C12 3.6573 -0.4161 -0.0888  -0.16
C13 4.3452 0.0688 -1.2138  -0.03
C14 3.8286 1.0714 -2.0159  -0.08
C15 2.5856 1.5973 -1.6889  -0.45
S4 1.6469 2.8226 -2.4903  1.14
C16 0.3766 2.5950 -1.3528  -0.53
N3 0.6568 1.7444 -0.3929  -0.09
C17 1.8883 1.1189 -0.5808  -0.26
C18 2.4207 0.1242 0.2236  0.03
C19 -0.9715 3.1430 -1.4747  -0.29
C20 -1.3527 4.0356 -2.4728  -0.05
C21 -2.6695 4.4556 -2.5163  -0.08
C22 -3.5775 3.9828 -1.5659  -0.08
C23 -3.1829 3.1060 -0.5691  -0.10
C24 -1.8620 2.6573 -0.5105  -0.34
H3 5.9418 -2.7773 1.0392  0.08
H4 6.3308 -1.2090 0.3346  0.08
H5 5.5253 -2.4497 -0.6426  0.08
H6 3.6329 -3.4487 1.5640  0.08
H7 3.1263 -3.1296 -0.1030  0.09
H8 2.2682 -2.3761 1.2462  0.08
H9 4.8425 -1.6492 2.9035  0.08
H10 3.4225 -0.6218 2.6666  0.07
H11 5.0222 -0.0242 2.2211  0.09
H12 5.3068 -0.3479 -1.4776  0.10
H13 4.3783 1.4274 -2.8771  0.11
H14 1.8544 -0.2006 1.0876  0.03
H15 -0.6408 4.3902 -3.2103  0.10
H16 -2.9931 5.1511 -3.2793  0.10
H17 -4.6078 4.3170 -1.6044  0.10
H18 -3.8935 2.7772 0.1802  0.10

Its total charge is -1. Its largest force on an atom is 0.078 Eh/bohr. The spin multiplicity is 2. The expectation value of S² is 0.7701.

Computed energy above the lowest of the compared OMol25 structures with the same formula, charge and spin (kJ/mol) in order:
0.00 90.80 96.18 0.00 44.15 171.42